Record 1
Computed, not measured: 5 unconnected molecules or ions with the total composition C25H54BF7NO18P4, with wB97M-V/def2-TZVPD.

Values from the calculation:
- spin multiplicity = 1
- F_max (eV/A) = 9.9
- E_LUMO (Ha) = -0.11158
- total charge = +1

```
110
Properties=species:S:1:pos:R:3:forces:R:3
O 3.383275 0.184102 -4.463931 0.35 -1.71 1.60
O -7.471806 -0.254531 2.062773 3.92 0.70 0.18
P -3.324421 5.918743 2.694616 0.00 0.41 0.45
H 0.105297 0.143220 10.781916 -0.02 -0.04 -0.14
H -0.986634 -1.566673 5.551795 0.12 0.09 0.36
C -5.243620 0.722258 0.694966 -1.99 -2.10 0.25
H -4.057284 7.799245 5.270234 0.10 -0.08 -0.10
O 5.350749 -0.782184 -3.029818 -1.86 -0.36 0.22
C -4.517950 -0.784063 0.761687 0.62 0.86 -0.19
H 2.382081 0.981407 6.124592 0.05 0.05 0.11
H 0.528895 -0.982540 9.468750 -0.09 0.11 0.04
C -1.248104 1.171298 2.018122 0.59 0.83 -0.29
F -0.680970 -3.684478 -0.420423 -4.25 -0.02 3.22
H -1.831598 -0.340568 6.527947 0.07 -0.05 -0.03
H -0.580964 1.721435 -1.283244 -0.47 -2.19 -0.62
H -4.675050 2.729093 0.327128 0.68 -1.15 0.92
F -3.062997 -3.375946 -0.232219 3.99 -0.92 2.75
O -4.385350 6.997259 2.143251 1.12 -1.14 1.20
C -1.861994 -3.765112 0.519037 0.70 -3.44 -3.26
H 6.939729 -1.751086 -3.872894 -0.06 0.10 -0.05
H -1.611739 -1.327090 -0.767100 0.86 1.65 1.31
H 3.369156 -6.631721 -10.662703 -0.01 0.14 0.06
H -5.858650 0.750681 -0.327696 1.62 0.24 2.06
H 2.613366 -3.326597 -5.590690 0.03 0.10 0.10
H -2.339487 7.416219 5.536492 -0.14 -0.08 -0.11
H -5.494730 7.121165 0.425853 0.12 -0.01 0.12
H -5.315333 -1.480507 1.253843 1.84 1.05 -1.22
H 3.449636 1.784394 7.301109 -0.16 -0.08 0.02
C 3.387209 -5.832943 -9.916185 -0.37 -0.80 0.29
P 5.110033 -3.882848 -9.824947 0.27 1.19 -0.78
H 1.200458 4.100714 0.203011 -1.65 -2.39 1.77
H -4.068655 8.181857 0.508982 -0.03 -0.16 -0.01
C -0.146725 2.216112 1.416356 3.83 7.56 -4.57
C -1.150133 -0.371404 -0.278070 1.46 0.75 -0.45
O 5.565203 -2.643606 -10.526084 -0.85 -2.05 0.91
C 6.753126 -5.582024 -10.866795 0.35 -0.41 -0.72
O -1.903906 6.532717 2.241572 -1.82 -0.10 -0.34
H 5.116273 -2.326983 -6.844579 -0.02 -0.09 -0.13
H -1.133892 -0.931130 10.090098 0.08 0.13 -0.04
C -0.252449 -0.325517 9.862169 0.18 -0.73 0.74
C -3.015956 1.453231 0.043385 1.35 0.08 -1.70
H 4.128895 -2.742464 -1.673735 -0.10 0.11 0.05
O 1.750749 0.977740 8.112666 -1.79 -0.32 0.08
H -5.596776 1.998112 3.360571 -1.58 0.27 -0.85
H -1.522540 0.454505 -2.460874 1.37 0.60 1.81
O -0.216725 1.944026 6.678553 0.35 -1.63 1.33
C 2.530656 -2.884660 -4.595424 -0.73 -0.41 -0.25
C -2.627981 -1.915874 2.457308 -1.12 0.24 3.06
H 6.478272 -4.994134 -11.747225 0.08 -0.03 0.10
H 7.841818 -5.632125 -10.796500 -0.16 0.06 0.03
H 1.768402 -2.100492 -4.614538 0.09 -0.05 -0.07
H -7.062121 -1.076245 2.511202 -1.16 1.81 -1.06
H -0.961256 4.936159 3.196778 0.09 0.07 -0.10
O 4.606021 -3.662228 -8.311650 -0.10 -0.67 -1.45
C 2.777256 0.937785 7.143679 0.85 -0.10 -0.58
H 5.982081 -0.778517 -5.017893 0.05 0.07 0.12
H -4.226142 -1.070275 -0.335570 -0.70 0.13 2.29
C 0.554334 3.294501 0.796620 -4.93 -7.64 3.94
H 6.477726 -2.859862 -7.860030 -0.13 0.01 0.04
H 3.705297 -1.616704 -0.360568 0.00 -0.04 -0.12
C -0.760586 0.607574 -1.579460 0.74 -1.01 -0.19
C -0.741903 5.909480 2.748620 0.93 -0.33 0.42
H -2.405053 2.428113 -0.213109 -1.00 -2.10 0.85
H -0.080038 -0.557561 0.218263 -2.61 -0.08 -0.96
O 3.794515 -2.385027 -4.209677 0.88 0.96 0.52
H -2.072280 1.785494 2.624824 2.02 -1.08 -1.16
H 6.356187 -6.594641 -10.972519 0.05 0.06 -0.05
H -2.853890 8.159833 4.008093 -0.06 -0.12 0.09
H -3.415636 1.043407 -1.004558 0.98 0.75 2.41
H 0.277494 0.175296 -1.979254 -2.28 1.05 0.84
B -6.406689 0.772414 1.893228 -1.93 0.52 2.42
H -0.689459 0.469439 2.776955 -1.18 1.29 -1.59
C -1.069344 -1.124736 6.547060 -0.63 -0.46 -0.23
H -0.028064 5.774436 1.933206 -0.19 0.02 0.12
C 6.377256 -0.822140 -3.998805 0.89 -0.11 -0.64
H 2.231362 -3.659614 -3.885494 -0.03 0.03 -0.06
H 7.049636 0.024470 -3.841375 -0.17 -0.09 0.00
F -1.476577 -4.037390 2.943228 -0.31 3.51 -3.21
F -0.110253 -2.451948 1.890257 -5.09 -1.06 -0.34
N -4.258455 1.869029 0.796181 -0.34 0.26 -0.62
H -4.057948 2.174280 1.788319 -0.17 -0.14 -1.23
P 3.833681 -0.912613 -3.553522 -0.04 1.13 -0.80
H -3.513044 0.103682 2.559431 1.04 -1.91 -1.51
O 2.976740 -1.079977 -2.200227 0.42 0.84 -1.26
C 5.548135 -3.176809 -7.378356 0.61 0.26 0.72
C -4.451928 7.185647 0.745279 -0.13 0.36 -1.04
O -3.563027 4.512454 2.247504 0.18 0.94 0.55
O -0.623260 0.679947 8.942257 0.57 0.91 -1.56
O 0.194515 -0.625103 6.932807 0.86 0.97 0.42
F -2.005576 -5.243670 0.799036 0.35 5.57 -0.98
C -3.139015 7.451230 4.791382 0.21 1.10 0.56
O -6.469890 1.918659 2.867830 1.97 -2.98 -1.71
P 0.233681 0.847311 7.588962 -0.21 0.97 -0.23
H 2.368966 -5.650874 -9.564528 0.12 0.00 -0.03
O 6.242561 -5.020828 -9.675092 -0.81 0.89 0.83
C -1.541457 -2.943773 1.887583 2.88 -2.77 2.97
C 3.347551 -2.085441 -1.280315 0.17 -0.68 0.69
H -0.299023 6.561906 3.505144 -0.02 -0.09 -0.04
H -1.368638 -1.899689 7.256990 -0.05 0.06 -0.06
F -2.074815 -1.435360 3.785357 -1.42 -1.42 -4.09
H 4.003500 -6.158626 -9.072934 -0.07 0.06 -0.10
F -3.821913 -2.746067 2.878900 3.52 2.37 -1.61
O 3.885142 -4.659769 -10.524808 0.98 1.31 0.36
H -3.866020 6.438711 0.201769 -0.06 0.08 0.04
C -2.085948 0.317730 0.847217 -0.13 1.46 0.06
H 2.466108 -2.691054 -1.052386 0.06 0.09 -0.03
H 3.339729 0.008839 7.269590 -0.06 0.10 -0.05
O -3.342740 6.147178 4.288746 -0.44 -1.35 -1.93
H 5.769972 -3.971588 -6.661220 0.02 0.09 -0.05
C -3.126318 -0.617107 1.677943 -1.96 1.34 0.17
```
Forces are in eV/Å.

***

Record 2
Computed, not measured: C5H9N in the gas phase, with wB97M-V/def2-TZVPD.

Values from the calculation:
- spin multiplicity = 1
- SMILES = CC[C@H]1N=C1C
- F_max (eV/A) = 5.7
- E_LUMO (Ha) = 0.03792

```
15
Properties=species:S:1:pos:R:3:forces:R:3
C 1.634329 0.161671 -0.173454 -4.43 -0.05 -1.92
H 0.344187 -0.211548 1.584690 0.75 -0.24 -0.60
H -1.621194 0.598673 1.050931 0.00 -0.06 1.37
C 0.199004 0.344834 -1.328691 3.22 -1.58 4.40
N -0.515375 -0.970820 -1.355454 -0.21 -1.52 -1.05
H 0.905006 -1.707157 0.816131 0.65 0.64 0.19
C -2.147836 0.420842 0.149975 -0.47 -5.07 -0.56
H 2.040350 -0.589549 1.790651 -0.14 -0.61 -0.18
H -2.978119 -0.410901 0.181223 1.73 1.33 0.56
H -2.669185 1.257623 -0.083536 -1.00 2.80 -1.32
H 0.416651 0.901666 -2.189110 -0.05 0.59 -1.23
H 2.362090 -0.235450 -0.831325 0.93 -0.66 -0.25
C 1.226792 -0.669390 1.056697 -0.65 0.54 -0.14
C -1.062044 -0.042990 -0.759576 -0.88 2.64 0.29
H 1.865343 1.152497 0.090849 0.54 1.26 0.42
```
Forces are in eV/Å.

***

Record 3
Computed, not measured: 5 unconnected molecules or ions with the total composition C14H41N3O6, with wB97M-V/def2-TZVPD.

Values from the calculation:
- spin multiplicity = 1
- SMILES = COC[C@H](C)N.COC[C@H](C)N.COCCNCCOC.O.O
- F_max (eV/A) = 3.2
- E_LUMO (Ha) = 0.01591

```
64
Properties=species:S:1:pos:R:3:forces:R:3
C 5.507528 10.676698 14.157800 1.31 -0.46 -0.61
C 7.708635 5.585727 6.467709 0.01 -0.26 -1.14
H 7.282008 4.945362 5.665856 -0.25 0.32 0.78
H 9.700711 8.743819 13.094374 0.06 0.24 -0.03
O 7.123775 5.328636 7.708278 -0.46 -1.70 -0.93
H 10.804429 12.543866 8.482808 -0.21 0.25 0.13
H 12.704333 7.216116 11.670560 -0.16 -0.49 -0.37
N 10.105647 6.443221 11.825648 -0.27 0.12 -1.26
C 6.781361 11.206835 11.545852 0.57 0.32 0.37
C 10.321878 9.593205 15.443417 -0.03 -0.35 1.20
H 10.102311 7.079528 10.993968 -0.01 -0.58 0.93
H 6.752791 6.969735 11.846688 0.37 -0.72 -0.76
H 11.803084 12.962057 9.863872 -0.38 -0.49 0.08
H 9.505161 10.104053 14.894758 0.14 -0.64 0.27
C 10.132515 7.980337 13.755361 -1.12 0.75 -0.17
C 12.043421 7.826835 12.276586 1.60 -0.61 0.47
H 5.203811 7.297041 9.481249 0.21 -0.07 -0.14
C 7.019879 9.992766 12.473662 -0.40 0.63 -0.73
H 8.354404 8.454169 10.288115 -0.03 -0.16 0.22
H 11.324111 11.235359 9.522049 -0.48 0.42 0.52
N 7.367527 6.716353 11.062474 -1.06 0.68 -1.40
H 12.709072 8.111060 13.095153 -0.21 0.86 -0.23
O 9.057790 9.105535 10.105961 -0.06 -0.62 0.11
H 5.723899 11.399107 11.445032 -0.52 0.12 0.21
H 8.788371 9.524999 9.286368 0.05 0.42 -0.42
O 11.001176 8.600051 14.687700 -0.50 0.21 -0.25
H 4.763575 6.157173 10.771346 0.71 -0.04 -0.76
H 8.047039 9.659310 12.369456 0.02 -0.11 0.03
H 9.606677 10.819153 11.213163 0.16 0.30 0.87
H 6.346069 9.168515 12.177756 0.18 0.18 -0.24
C 8.796310 12.407704 12.526968 -0.60 0.56 -2.30
N 7.409945 12.480169 12.008201 -0.23 -0.41 -0.34
H 8.776624 5.325320 6.426404 0.05 0.38 0.38
H 7.415607 7.151704 8.308061 0.01 0.86 0.61
H 11.023573 10.379581 15.716826 0.28 -0.08 -0.08
H 10.879829 11.884978 11.961625 -1.21 0.13 -0.31
H 11.681855 8.612988 11.631601 -0.07 0.65 0.15
O 8.925997 10.830151 7.670045 -0.42 -0.30 0.02
H 7.543486 6.636818 6.170812 0.25 -0.20 0.07
H 9.205165 11.719273 7.910666 0.04 -0.14 0.01
H 4.895419 5.555666 9.083519 -0.07 0.65 0.27
H 8.715380 6.056114 8.812048 -1.04 -0.04 0.27
H 5.499093 11.660902 13.791642 -1.06 1.73 -0.09
H 9.244512 7.538644 14.243237 0.45 -0.32 0.04
H 7.092892 10.970628 10.532872 0.36 -0.44 -0.20
H 10.531197 5.575350 11.490448 -0.04 0.38 0.29
H 7.359175 13.106858 11.204520 0.21 -0.04 0.39
H 11.278567 6.254946 13.524769 0.18 -0.08 -0.18
C 7.584811 6.156066 8.708461 1.59 0.59 -0.68
H 9.622150 10.424077 7.147358 0.13 0.22 -0.03
C 9.821481 11.862734 11.526422 0.64 -1.45 0.76
H 8.260528 6.392832 11.339653 0.78 -0.26 0.99
H 8.706284 11.748766 13.349434 0.50 -0.28 1.29
O 9.753077 12.577130 10.329503 2.26 0.30 -2.18
H 5.441663 10.621769 15.233299 -0.41 -0.08 0.17
C 10.986767 12.291121 9.528700 -0.83 0.78 0.62
C 10.910930 7.050891 12.868475 0.47 -0.70 0.40
C 6.819405 5.875783 9.953921 -0.74 1.01 2.56
H 9.082458 13.448803 12.736038 -0.07 -0.42 0.55
O 6.814130 10.277191 13.818968 1.19 -0.79 1.02
H 4.827298 10.059648 13.593102 -0.83 -0.32 0.22
H 9.994064 9.123255 16.426317 -0.17 0.65 -1.19
C 5.338265 6.265236 9.810705 -0.50 -1.36 0.12
H 6.948658 4.808790 10.226776 -0.37 0.30 -0.37
```
Forces are in eV/Å.

***

Record 4
Computed, not measured: C6H12INO4 in the gas phase, with wB97M-V/def2-TZVPD.

Values from the calculation:
- spin multiplicity = 1
- SMILES = C[C@@H](O)[C@](I)([N+](=O)[O-])C(C)(C)O
- F_max (eV/A) = 4.0
- E_LUMO (Ha) = -0.00188

```
24
Properties=species:S:1:pos:R:3:forces:R:3
C -0.170604 0.037088 2.410799 -1.63 2.33 -2.82
H 2.014330 0.746435 1.722743 0.42 0.04 0.55
H 1.840225 1.146254 0.039668 -0.21 -0.69 0.59
C 1.682530 0.341151 0.790612 1.03 0.50 -1.59
H 2.271386 -0.550488 0.504831 0.10 0.77 0.21
H 0.579524 -1.170313 -2.937963 -0.79 -1.14 0.96
O -0.028225 2.502435 -0.013939 -0.97 -0.33 0.10
C -0.752027 0.323779 -0.101108 0.04 -1.81 -0.51
C -0.227727 0.083692 -1.526111 3.21 0.11 0.96
O -2.163483 2.103877 0.225642 1.07 0.80 0.00
H 0.835272 0.623954 -1.520913 -1.94 -1.06 0.17
H 0.779100 -1.782343 -1.183823 -0.36 0.31 -1.19
H 0.318842 -0.653784 2.998056 0.65 -1.40 1.44
C 0.271345 -0.182017 0.933781 0.14 -0.40 2.05
H 0.115511 1.026627 2.610854 0.96 1.40 0.89
H -0.334303 -1.999362 0.953805 -1.41 -0.95 0.27
C 0.067785 -1.364382 -1.939865 0.57 0.10 0.50
H -1.243135 0.184624 2.501805 -0.27 -1.14 0.32
N -1.005671 1.765917 0.059665 -0.49 1.19 0.05
H -0.848595 0.386027 -3.277528 0.12 -0.46 -1.32
H -0.823514 -2.056916 -1.897463 0.79 0.96 -0.66
I -2.670739 -0.672088 0.226080 0.37 -0.36 -0.38
O -1.002475 0.734275 -2.422242 -1.89 1.46 0.08
O 0.494646 -1.574443 0.842619 0.47 -0.22 -0.67
```
Forces are in eV/Å.